12
Properties=species:S:1:pos:R:3:lowdin_charge:R:1 method="wB97M-V/def2-TZVPD" e_homo_ev=-8.93 smiles="C=C[C@@H]1CN1" relative_energy_kcal_mol=97.3 e_tot_ev=-5747.197
C -0.89 1.42 0.60 -0.050
C 0.35 0.92 0.45 -0.151
C 0.83 -0.31 -0.38 -0.377
C -0.27 -1.20 -0.69 -0.235
H -1.84 0.94 0.19 0.064
H -0.97 2.56 0.91 0.090
H 1.31 1.69 0.58 0.138
H 1.67 -0.20 -1.20 0.167
H -1.24 -0.83 -0.23 0.108
H -0.39 -1.62 -1.61 0.075
H 0.72 -1.81 1.28 0.228
N 0.73 -1.57 0.10 -0.058

42
Properties=species:S:1:pos:R:3:lowdin_charge:R:1 method="wB97M-V/def2-TZVPD" e_homo_ev="-17.93 / -17.93" relative_energy_kcal_mol=0.0 charge=+3 e_tot_ev=-364087.948
Re 1.08 0.37 0.37 0.446
N 1.46 2.45 1.08 -0.165
C 0.36 2.98 1.96 -0.165
C -0.04 1.83 2.86 -0.161
N -0.40 0.68 1.97 -0.061
H 2.32 2.48 1.63 0.049
H 1.62 3.11 0.31 0.079
H -0.47 3.29 1.33 0.110
H 0.70 3.84 2.52 0.149
H -0.88 2.10 3.50 0.147
H 0.79 1.52 3.50 0.127
H -1.33 0.85 1.60 0.082
H -0.49 -0.16 2.54 0.088
Se 3.32 -0.05 1.82 0.225
Sb 4.76 -1.32 0.09 0.747
Se 1.20 -1.63 -1.08 0.655
Se 3.44 0.90 -0.38 0.247
Se 3.10 -3.01 -0.75 0.249
Br -2.69 -3.12 3.93 0.993
C -1.56 -2.60 2.58 -0.669
C -2.10 -2.17 1.35 -0.079
C -1.26 -1.82 0.33 -0.111
C 0.15 -1.85 0.53 -0.669
C 0.68 -2.35 1.73 -0.142
C -0.17 -2.68 2.77 -0.083
H -3.18 -2.16 1.21 0.131
H -1.66 -1.54 -0.63 0.105
H 1.74 -2.50 1.83 0.059
H 0.23 -3.05 3.70 0.130
C -2.17 1.54 -0.64 -0.218
P -0.45 1.27 -1.18 0.655
C -0.69 0.40 -2.76 -0.258
C 0.02 2.93 -1.75 -0.224
H -2.74 1.90 -1.49 0.078
H -2.23 2.30 0.14 0.053
H -2.64 0.63 -0.28 0.045
H -1.34 1.03 -3.37 0.074
H -1.19 -0.57 -2.64 0.042
H 0.24 0.25 -3.30 0.056
H -0.67 3.26 -2.52 0.077
H 1.03 2.93 -2.18 0.062
H -0.03 3.65 -0.94 0.045

75
Properties=species:S:1:pos:R:3:lowdin_charge:R:1 method="wB97M-V/def2-TZVPD" e_homo_ev="0.92 / -0.97" multiplicity=4 relative_energy_kcal_mol=43.7 charge=-2 e_tot_ev=-72101.491
V -0.39 -0.33 -0.42 0.837
C 4.47 0.52 0.41 -0.083
C 3.57 1.53 1.13 -0.371
C 3.02 0.87 2.40 -0.063
C 2.45 2.05 0.25 -0.209
C 1.36 2.70 0.81 -0.040
C 0.31 3.15 0.02 -0.054
C 0.32 2.96 -1.36 -0.296
C -0.86 3.38 -2.18 -0.040
C 1.43 2.37 -1.93 -0.053
C 2.49 1.93 -1.14 -0.035
H 5.17 0.08 1.11 0.069
H 5.04 0.99 -0.39 0.066
H 3.85 -0.27 -0.01 0.075
H 4.20 2.39 1.44 0.132
H 2.30 0.10 2.13 0.066
H 2.53 1.59 3.06 0.066
H 3.83 0.40 2.96 0.075
H 1.30 2.85 1.88 0.103
H -0.53 3.64 0.47 0.095
H -0.88 4.46 -2.32 0.071
H -1.77 3.07 -1.68 0.070
H -0.83 2.90 -3.16 0.074
H 1.48 2.22 -3.00 0.110
H 3.34 1.48 -1.63 0.100
O 2.51 -3.15 3.01 0.014
C 1.44 -2.75 3.75 -0.282
C 1.32 -3.19 5.05 -0.047
C 0.24 -2.80 5.85 -0.123
C -0.73 -1.96 5.32 -0.131
C -0.63 -1.51 4.02 -0.024
C 0.44 -1.90 3.20 -0.080
C 0.46 -1.50 1.81 -0.472
O -0.45 -0.71 1.34 -0.178
N 1.39 -2.02 1.00 0.039
N 1.14 -1.62 -0.28 -0.144
C 1.80 -2.25 -1.22 -0.135
C 1.59 -2.02 -2.60 -0.174
C 2.25 -2.79 -3.58 -0.093
C 2.06 -2.56 -4.92 -0.172
C 1.21 -1.55 -5.34 -0.162
C 0.53 -0.79 -4.41 -0.049
C 0.66 -1.01 -3.03 -0.350
O -0.04 -0.33 -2.18 -0.222
H 2.32 -2.81 2.08 0.053
H 2.09 -3.84 5.45 0.101
H 0.16 -3.16 6.87 0.082
H -1.57 -1.65 5.93 0.086
H -1.38 -0.87 3.59 0.105
H 2.52 -3.02 -0.93 0.110
H 2.92 -3.58 -3.25 0.091
H 2.58 -3.17 -5.66 0.073
H 1.08 -1.35 -6.40 0.074
H -0.15 0.00 -4.73 0.096
O -1.93 -3.14 -0.49 -0.074
H -1.40 -2.74 -1.19 0.014
H -1.70 -2.62 0.30 0.016
C -3.39 -0.25 -2.57 -0.058
C -3.95 0.63 -1.50 -0.232
C -5.24 1.08 -1.52 -0.113
C -5.76 1.87 -0.49 -0.162
C -4.94 2.16 0.59 -0.120
C -3.64 1.72 0.67 -0.233
C -2.79 2.02 1.86 -0.056
C -3.07 0.94 -0.40 -0.332
N -1.83 0.54 -0.41 -0.100
H -4.10 -0.39 -3.38 0.062
H -3.14 -1.23 -2.14 0.069
H -2.46 0.17 -2.95 0.061
H -5.88 0.82 -2.36 0.088
H -6.78 2.22 -0.53 0.063
H -5.34 2.75 1.41 0.086
H -3.39 2.37 2.70 0.063
H -2.05 2.79 1.63 0.048
H -2.23 1.12 2.14 0.059

17
Properties=species:S:1:pos:R:3:lowdin_charge:R:1 method="wB97M-V/def2-TZVPD" e_homo_ev=-14.50 smiles="CC1=C[C@@]12CC[NH2+]2" relative_energy_kcal_mol=57.0 charge=+1 e_tot_ev=-7863.876
C -0.48 -0.29 0.33 -0.251
C 0.60 -1.25 0.64 -0.183
C -0.76 1.15 0.66 -0.076
C -1.06 1.52 -0.80 -0.125
C -0.60 -1.50 1.02 0.138
C 1.94 -1.44 0.39 -0.039
N -0.79 0.15 -1.26 0.081
H -1.51 1.19 1.44 0.124
H 0.04 1.87 0.99 0.138
H -2.16 1.59 -0.96 0.135
H -0.67 2.29 -1.49 0.142
H -1.34 -2.11 1.48 0.119
H 2.56 -0.82 1.12 0.135
H 2.21 -1.06 -0.65 0.122
H 2.41 -2.49 0.49 0.134
H -1.65 -0.43 -1.65 0.216
H -0.06 0.07 -2.04 0.190